C2H2N4O2 | the ωB97M-V functional and the def2-TZVPD basis

## Properties
HOMO in eV: -10.60
Net charge: 0
F_max in eV/Å: 2.51
Structure (SMILES): [H]/N=c1/nn[nH]c(=O)o1
Total energy in eV: -12159.623
Relative energy (zero: lowest compared OMol25 entry of this formula, charge and spin) in eV: 3.124
HOMO-LUMO gap in eV: 10.20

Each line ends with the Löwdin charge.
Atoms and positions in Å:
1 O 0.01115 -0.96032 -0.06919  0.130
2 O 2.23945 -1.01086 0.00499  0.162
3 N -2.35474 -0.86035 0.11059  0.202
4 C -1.25416 -0.31425 -0.01932  -0.384
5 N 1.12321 0.94051 0.06043  0.126
6 C 1.22764 -0.39101 0.01420  -0.576
7 N -1.17223 1.15729 -0.06806  0.101
8 H -2.43972 -1.81070 -0.17833  0.071
9 H 1.86750 1.58116 0.01093  0.144
10 N -0.06387 1.65262 -0.00129  0.025